# C5H12NOS

The ion C5H12NOS with charge +1 in a non-equilibrium geometry (the ωB97M-V functional and the def2-TZVPD basis, the OMol25 dataset).

Geometry as XYZ:
```
20
C5H12NOS | the OMol25 dataset | the ωB97M-V functional and the def2-TZVPD basis
O 1.495 1.318 0.832
C 1.000 1.816 -0.141
C -0.110 1.132 -0.938
C -1.220 0.427 -0.118
C -1.236 -1.086 -0.167
S 0.195 -1.933 0.566
C 0.676 -1.206 2.104
N 0.564 0.251 -1.882
H 1.395 2.685 -0.697
H -0.634 1.951 -1.447
H -2.163 0.771 -0.538
H -1.182 0.863 0.880
H -1.342 -1.584 -1.127
H -2.167 -1.333 0.343
H 1.344 -1.949 2.535
H -0.169 -1.151 2.791
H 1.132 -0.262 2.032
H -0.075 -0.057 -2.598
H 1.051 -1.198 -0.168
H 1.446 0.544 -2.261
```

Results
LUMO level, eV: -3.0740
Kohn-Sham gap, eV: 10.668
Net charge: +1
Strongest force on any atom, eV Å⁻¹: 2.2
HOMO energy, eV: -13.7

=====

# C5H12NS

A cluster of 2 separate species, C5H12NS in total in a non-equilibrium geometry (the ωB97M-V functional and the def2-TZVPD basis, the OMol25 dataset).

Geometry as XYZ:
```
19
C5H12NS | the OMol25 dataset | the ωB97M-V functional and the def2-TZVPD basis
C -2.051 -2.258 -1.272
C -1.090 -1.305 -2.007
C -0.097 -0.597 -1.063
S -0.983 0.334 0.237
H -1.555 -2.799 -0.462
H -2.442 -3.037 -1.940
H -2.871 -1.715 -0.813
H -0.557 -1.875 -2.789
H -1.741 -0.580 -2.500
H 0.461 0.084 -1.729
H 0.635 -1.336 -0.707
C 1.269 2.230 2.789
C 1.918 1.357 0.771
N 1.853 1.170 2.019
H 0.192 2.027 2.846
H 1.397 3.217 2.316
H 1.654 2.221 3.813
H 2.175 0.504 0.155
H 1.831 2.357 0.333
```

Results
LUMO level, eV: 4.0872
Kohn-Sham gap, eV: 6.466
Net charge: -1
Strongest force on any atom, eV Å⁻¹: 1.1
HOMO energy, eV: -2.4